1.
Here is a cluster of 9 separate species, C10H36BF4O8 in total at a distorted geometry from the Open Molecules 2025 dataset. Energies are from wB97M-V/def2-TZVPD.

The geometry in XYZ format:
```
59
Properties=species:S:1:pos:R:3:nbo_charge:R:1
B 0.201 0.336 -0.180 1.31
F -0.369 1.420 -0.803 -0.56
F 1.068 0.743 0.818 -0.55
F -0.798 -0.492 0.297 -0.56
F 0.923 -0.336 -1.129 -0.56
C -0.364 0.686 3.493 -0.23
O 0.504 1.736 3.546 -0.75
H -1.011 0.725 2.617 0.16
H 0.180 -0.239 3.299 0.15
H -0.950 0.611 4.409 0.16
H 0.764 2.037 2.672 0.50
C 1.514 -2.706 1.708 -0.25
O 2.411 -3.684 2.158 -0.73
H 0.976 -2.258 2.544 0.16
H 2.148 -1.920 1.299 0.16
H 0.820 -3.053 0.942 0.21
H 3.032 -3.259 2.753 0.46
C 2.884 2.069 -2.094 -0.26
O 1.722 2.792 -1.646 -0.76
H 3.653 1.879 -1.345 0.15
H 2.577 1.041 -2.284 0.19
H 3.330 2.566 -2.955 0.16
H 1.033 2.167 -1.410 0.48
C 4.082 -1.799 -1.135 -0.26
O 4.428 -1.360 -2.438 -0.71
H 4.421 -2.825 -0.993 0.15
H 4.603 -1.222 -0.371 0.15
H 3.007 -1.815 -0.958 0.21
H 5.371 -1.537 -2.442 0.45
C -3.100 -2.724 1.587 -0.23
O -2.451 -2.366 0.435 -0.72
H -4.082 -2.257 1.674 0.13
H -3.359 -3.779 1.496 0.16
H -2.550 -2.449 2.487 0.15
H -2.014 -1.519 0.545 0.49
C 0.927 -3.380 -2.210 -0.24
O -0.257 -2.839 -1.692 -0.73
H 1.432 -2.659 -2.853 0.16
H 1.576 -3.560 -1.354 0.15
H 0.722 -4.302 -2.755 0.17
H -0.097 -1.929 -1.429 0.49
C -1.854 3.873 1.857 -0.63
C -0.711 4.181 0.954 -0.06
O 0.438 3.443 1.358 -0.75
H -1.568 4.060 2.892 0.21
H -2.097 2.817 1.739 0.21
H -2.789 4.425 1.757 0.20
H -0.590 5.264 0.982 0.15
H -0.875 3.890 -0.083 0.18
H 0.554 2.714 0.744 0.50
C -3.440 1.605 -2.236 -0.65
C -3.559 0.085 -1.959 -0.05
O -2.300 -0.523 -2.108 -0.71
H -4.381 2.151 -2.301 0.19
H -2.877 1.912 -3.117 0.21
H -2.892 2.107 -1.438 0.21
H -4.232 -0.294 -2.729 0.16
H -4.088 -0.179 -1.043 0.16
H -1.644 -0.070 -1.574 0.48
```

Output
Lowest unoccupied orbital energy ... 2.79 eV
Frontier orbital gap ... 9.5 eV
HOMO level ... -6.67 eV
Energy above the lowest of the compared OMol25 structures with the same formula, charge and spin ... 0.0 kJ/mol
Charge ... -1

=====

2.
Here is a structure of composition C9H11BIN2O4PS from the Open Molecules 2025 dataset. Energies are from wB97M-V/def2-TZVPD.

The geometry in XYZ format:
```
30
Properties=species:S:1:pos:R:3:nbo_charge:R:1
O -0.075 0.749 -4.050 -1.07
P 0.793 1.494 -3.110 1.51
C 0.390 1.203 -1.364 -0.39
C 0.648 -0.123 -0.833 -0.12
I 1.539 -1.585 -2.061 0.18
C 0.321 -0.498 0.429 -0.04
C 0.570 -1.837 1.051 -0.44
C -0.591 -2.803 0.827 -0.42
C -0.254 -4.206 1.293 -0.06
O -0.071 -4.250 2.712 -0.73
C -0.329 0.493 1.221 0.16
N -0.739 0.324 2.484 -0.64
S -1.368 1.712 2.945 1.00
N -1.173 2.593 1.628 -0.61
C -0.590 1.795 0.717 0.10
C -0.209 2.171 -0.601 -0.34
B -0.509 3.666 -1.041 1.12
O -1.742 4.201 -0.835 -0.87
O 0.459 4.453 -1.624 -0.89
H 2.158 1.184 -3.211 -0.09
H 0.745 2.880 -3.284 -0.06
H 0.740 -1.698 2.116 0.24
H 1.470 -2.269 0.607 0.22
H -0.859 -2.825 -0.232 0.21
H -1.469 -2.472 1.385 0.22
H 0.669 -4.535 0.809 0.16
H -1.065 -4.893 1.061 0.18
H 0.870 -4.228 2.901 0.47
H -1.673 5.127 -0.579 0.50
H 1.343 4.178 -1.363 0.49
```

Output
Lowest unoccupied orbital energy ... -1.07 eV
Frontier orbital gap ... 8.0 eV
HOMO level ... -9.10 eV

=====

3.
Here is a cluster of 2 separate species, CH3O2P in total at a distorted geometry from the Open Molecules 2025 dataset. Energies are from wB97M-V/def2-TZVPD.

The geometry in XYZ format:
```
7
Properties=species:S:1:pos:R:3:nbo_charge:R:1
C -0.220 0.063 0.005 -1.06
O -2.249 -2.298 0.008 -0.23
O -2.363 1.729 0.014 -0.95
P -2.053 0.274 -0.014 1.46
H -0.037 -0.941 0.370 0.25
H 0.240 0.817 0.638 0.26
H 0.172 0.145 -1.009 0.26
```

Output
Lowest unoccupied orbital energy (spin up / spin down) ... -2.55 / -2.52 eV
Frontier orbital gap (spin up / spin down) ... 7.4 / 7.3 eV
HOMO level (spin up / spin down) ... -9.91 / -9.87 eV
Energy above the lowest of the compared OMol25 structures with the same formula, charge and spin ... 564.0 kJ/mol

=====

4.
Here is a structure of composition C20H22AsBiF6IN5O10S5 at a distorted geometry from the Open Molecules 2025 dataset. Energies are from wB97M-V/def2-TZVPD.

The geometry in XYZ format:
```
71
Properties=species:S:1:pos:R:3:nbo_charge:R:1
Bi -0.667 -0.430 -1.061 1.99
C -3.611 -4.626 4.529 -0.62
C -2.840 -3.428 4.039 -0.02
C -3.058 -2.168 4.579 -0.23
C -2.391 -1.057 4.083 -0.19
C -1.488 -1.208 3.044 -0.27
C -1.247 -2.463 2.498 -0.18
C -1.922 -3.561 3.000 -0.21
S -0.676 0.229 2.368 2.34
O -1.073 1.314 3.239 -0.98
O 0.727 -0.071 2.254 -0.98
N -1.283 0.433 0.899 -1.09
C -2.764 0.398 0.887 -0.39
C -3.293 -0.996 0.500 0.77
O -4.402 -1.360 0.864 -0.69
O -2.482 -1.670 -0.248 -0.85
H -4.104 -4.416 5.479 0.20
H -2.957 -5.489 4.664 0.21
H -4.381 -4.904 3.806 0.22
H -3.776 -2.048 5.383 0.19
H -2.564 -0.068 4.485 0.24
H -0.562 -2.569 1.668 0.25
H -1.750 -4.536 2.557 0.20
H -3.123 1.115 0.145 0.25
H -3.188 0.709 1.840 0.23
F -1.121 5.896 -2.664 -0.32
C -2.153 5.256 -2.108 0.70
F -3.075 5.049 -3.055 -0.32
F -2.692 6.072 -1.189 -0.33
S -1.641 3.681 -1.279 2.28
O -0.460 4.050 -0.565 -0.91
O -2.834 3.329 -0.563 -0.94
N -1.470 2.637 -2.466 -1.24
S -0.187 2.481 -3.371 2.30
O 0.080 1.094 -3.658 -0.95
O 0.856 3.451 -3.209 -0.93
C -0.906 2.980 -5.007 0.70
F -1.335 4.248 -5.020 -0.33
F 0.047 2.873 -5.954 -0.34
F -1.926 2.196 -5.375 -0.32
I 0.450 4.376 4.529 0.12
C 1.749 2.993 3.655 -0.17
C 2.507 2.147 4.446 -0.22
C 3.336 1.235 3.817 -0.25
C 3.371 1.215 2.433 0.06
N 2.657 2.042 1.682 -0.41
C 1.843 2.908 2.275 0.01
H 2.430 2.183 5.525 0.21
H 3.917 0.526 4.392 0.21
H 3.960 0.483 1.890 0.21
H 1.228 3.522 1.624 0.23
O 2.662 -2.141 1.131 -0.60
C 1.709 -1.919 0.477 0.86
N 0.756 -1.808 -0.237 -0.99
O 3.172 0.297 -0.859 -1.01
S 2.353 1.506 -1.111 1.44
N 0.881 1.403 -1.127 -1.19
C 3.293 -2.604 -2.219 -0.99
As 2.156 -2.465 -3.762 1.46
C 2.928 -3.713 -5.025 -0.98
C 2.578 -0.749 -4.519 -0.98
S 0.135 -2.871 -3.483 -0.68
H 4.332 -2.655 -2.549 0.22
H 3.029 -3.495 -1.653 0.24
H 3.145 -1.716 -1.603 0.30
H 3.993 -3.515 -5.150 0.22
H 2.409 -3.603 -5.975 0.23
H 2.776 -4.723 -4.648 0.24
H 2.148 -0.685 -5.518 0.24
H 3.659 -0.615 -4.566 0.22
H 2.128 0.016 -3.889 0.28
```

Output
Lowest unoccupied orbital energy ... 3.69 eV
Frontier orbital gap ... 7.2 eV
HOMO level ... -3.47 eV
Energy above the lowest of the compared OMol25 structures with the same formula, charge and spin ... 0.0 kJ/mol
Charge ... -2

=====

5.
Here is the molecule C4H7N3O at a distorted geometry from the Open Molecules 2025 dataset. Energies are from wB97M-V/def2-TZVPD.

The geometry in XYZ format:
```
15
Properties=species:S:1:pos:R:3:nbo_charge:R:1
C -1.626 -0.371 1.343 -0.65
C -0.490 -0.169 0.360 0.02
C 1.383 0.945 -0.556 0.56
C 0.038 -0.875 -0.692 0.39
H -2.492 -0.882 0.786 0.24
H -2.107 0.535 1.865 0.23
H -1.256 -1.046 2.072 0.22
H 0.155 1.862 0.889 0.41
H 2.103 2.673 -0.388 0.33
H 1.303 -0.431 -2.246 0.42
H -0.341 -2.677 -0.463 0.49
N 0.456 0.939 0.472 -0.61
N 2.237 1.773 -0.942 -0.76
N 1.104 -0.231 -1.288 -0.61
O -0.467 -2.045 -1.212 -0.68
```

Output
Lowest unoccupied orbital energy ... 0.56 eV
Structure (SMILES) ... [H]/N=c1\[nH]c(C)c(O)[nH]1
Frontier orbital gap ... 7.8 eV
HOMO level ... -7.27 eV
Energy above the lowest of the compared OMol25 structures with the same formula, charge and spin ... 138.5 kJ/mol

=====

6.
Here is a cluster of 7 separate species, C15H34FO24PS6 in total from the Open Molecules 2025 dataset. Energies are from wB97M-V/def2-TZVPD.

The geometry in XYZ format:
```
81
Properties=species:S:1:pos:R:3:mulliken_charge:R:1
C 5.981 -0.711 -1.242 -1.38
C 4.748 -0.270 -0.449 0.66
F 4.440 -1.332 0.468 -0.32
C 3.514 0.012 -1.299 -1.31
P 2.375 -1.533 -1.503 0.56
H 5.833 -0.609 -2.317 0.38
H 6.173 -1.769 -1.042 0.28
H 6.874 -0.161 -0.944 0.31
H 4.995 0.596 0.171 0.33
H 2.944 0.853 -0.894 0.28
H 3.837 0.268 -2.314 0.51
H 1.555 -0.849 -2.414 -0.13
H 1.968 -1.439 -0.146 -0.11
H 3.493 -2.255 -2.018 0.01
H 1.576 -2.756 -1.626 -0.08
C 7.865 -2.135 2.518 -0.30
C 6.851 -3.146 2.023 0.15
O 7.598 -3.941 1.087 -0.31
S 9.113 -4.074 1.564 1.11
O 9.302 -5.294 2.264 -0.54
O 9.952 -3.725 0.474 -0.53
O 9.081 -2.888 2.633 -0.34
H 8.020 -1.331 1.795 0.30
H 7.612 -1.714 3.487 0.31
H 6.007 -2.691 1.513 -0.14
H 6.497 -3.792 2.828 0.32
C -2.643 -3.108 -4.451 -0.39
C -1.812 -4.011 -3.560 -0.37
O -0.719 -3.172 -3.146 -0.28
S -1.218 -1.667 -3.013 1.10
O -1.513 -1.381 -1.649 -0.51
O -0.338 -0.822 -3.739 -0.64
O -2.583 -1.834 -3.794 -0.26
H -2.214 -3.008 -5.449 0.27
H -3.681 -3.419 -4.522 0.35
H -1.416 -4.883 -4.072 0.32
H -2.367 -4.320 -2.673 0.29
C -0.381 0.472 1.029 0.16
C -1.290 1.619 1.418 -0.34
O -0.455 2.459 2.241 -0.34
S 1.045 2.419 1.712 1.07
O 1.294 3.525 0.861 -0.55
O 1.910 2.143 2.807 -0.57
O 0.897 1.109 0.818 -0.06
H -0.286 -0.256 1.836 0.04
H -0.687 -0.035 0.117 0.06
H -2.155 1.303 1.994 0.32
H -1.611 2.195 0.549 0.35
C -5.495 1.850 -0.766 -0.34
C -6.732 1.200 -1.349 -0.35
O -6.239 0.481 -2.488 -0.36
S -4.771 -0.074 -2.186 1.22
O -4.852 -1.428 -1.760 -0.58
O -3.932 0.293 -3.268 -0.56
O -4.478 0.834 -0.913 -0.21
H -5.194 2.728 -1.328 0.38
H -5.598 2.102 0.286 0.30
H -7.476 1.922 -1.673 0.27
H -7.186 0.488 -0.657 0.29
C -8.596 6.706 -0.677 -0.30
C -8.195 6.395 -2.106 -0.26
O -6.768 6.552 -2.099 -0.32
S -6.172 6.114 -0.690 0.96
O -5.703 4.771 -0.756 -0.40
O -5.324 7.144 -0.217 -0.54
O -7.551 6.109 0.109 -0.31
H -8.610 7.779 -0.482 0.28
H -9.548 6.267 -0.393 0.31
H -8.623 7.079 -2.833 0.31
H -8.435 5.366 -2.381 0.23
C 2.619 -1.692 3.658 -0.15
C 1.576 -0.686 4.100 0.70
O 0.544 -1.495 4.687 -0.31
S 1.189 -2.770 5.399 1.08
O 1.344 -2.527 6.789 -0.55
O 0.508 -3.925 4.936 -0.54
O 2.627 -2.666 4.714 -0.33
H 2.338 -2.187 2.726 0.24
H 3.609 -1.258 3.554 0.27
H 1.178 -0.111 3.275 -0.79
H 1.965 -0.005 4.858 0.36
```

Output
Lowest unoccupied orbital energy ... -0.06 eV
Structure (SMILES) ... C[C@H](F)C[PH4].O=S1(=O)OCCO1.O=S1(=O)OCCO1.O=S1(=O)OCCO1.O=S1(=O)OCCO1.O=S1(=O)OCCO1.O=S1(=O)OCCO1
Frontier orbital gap ... 8.1 eV
HOMO level ... -8.15 eV
Energy above the lowest of the compared OMol25 structures with the same formula, charge and spin ... 0.0 kJ/mol

=====

7.
Here is a cluster of 2 separate species, C4H12N2O in total at a distorted geometry from the Open Molecules 2025 dataset. Energies are from wB97M-V/def2-TZVPD.

The geometry in XYZ format:
```
19
Properties=species:S:1:pos:R:3:nbo_charge:R:1
C 1.047 1.409 0.946 -0.21
C -0.240 0.753 1.573 -0.46
C -0.364 -0.513 0.757 -0.26
C -0.990 -0.664 -0.408 -0.02
N -1.291 -1.885 -1.110 -0.83
N 2.270 1.092 1.628 -0.85
H 1.039 2.510 1.034 0.18
H 1.072 1.273 -0.146 0.20
H -0.103 0.334 2.577 0.22
H -1.171 1.319 1.509 0.22
H -0.072 -1.469 1.203 0.19
H -1.425 0.157 -0.978 0.17
H -2.044 -1.595 -1.798 0.36
H -1.573 -2.668 -0.568 0.38
H 2.165 1.228 2.619 0.36
H 2.790 0.230 1.455 0.37
H -0.856 -1.103 -3.472 0.46
H -0.060 0.077 -3.026 0.46
O -0.194 -0.483 -3.795 -0.93
```

Output
Lowest unoccupied orbital energy ... 0.83 eV
Structure (SMILES) ... N/C=C/CCN.O
Frontier orbital gap ... 9.1 eV
HOMO level ... -8.26 eV
Energy above the lowest of the compared OMol25 structures with the same formula, charge and spin ... 233.8 kJ/mol

=====

8.
Here is a cluster of 10 separate species, C22H64N8O10 in total at a distorted geometry from the Open Molecules 2025 dataset. Energies are from wB97M-V/def2-TZVPD.

The geometry in XYZ format:
```
104
Properties=species:S:1:pos:R:3:mulliken_charge:R:1
C 3.118 0.251 -3.539 0.44
O 4.233 -0.196 -3.427 -0.65
N 2.776 1.563 -3.924 -0.55
N 2.058 -0.500 -3.177 0.05
H 3.552 2.152 -3.652 0.26
H 1.935 1.829 -3.438 0.37
H 2.259 -1.481 -3.054 0.05
H 1.206 -0.021 -2.880 -0.01
C 0.043 -3.935 -2.293 0.82
O -0.791 -3.012 -2.444 -0.79
N 1.158 -4.075 -3.023 -0.45
N -0.156 -4.821 -1.330 -0.36
H 1.217 -3.515 -3.835 0.27
H 1.712 -4.833 -2.709 0.14
H 0.447 -5.558 -1.120 0.20
H -0.711 -4.492 -0.511 0.28
C -1.672 -3.526 1.871 0.66
O -1.495 -4.372 1.002 -0.84
N -0.655 -2.932 2.491 0.01
N -2.944 -3.203 2.281 -0.48
H -0.783 -2.255 3.203 0.14
H 0.321 -3.101 2.402 0.03
H -3.547 -3.999 1.989 0.29
H -2.955 -2.979 3.261 0.23
C -0.621 -0.654 0.039 -0.28
O -0.505 0.325 0.807 -1.11
N -1.777 -1.384 -0.074 1.10
N 0.465 -0.989 -0.677 0.70
H -2.427 -1.114 0.649 0.26
H -1.949 -2.219 -0.667 -0.42
H 1.135 -0.219 -0.861 0.28
H 0.253 -1.657 -1.354 -0.31
C 3.192 5.375 1.567 -1.40
C 2.269 5.724 2.680 1.07
C 2.913 6.345 3.926 -1.38
O 1.248 6.738 2.249 -0.56
H 3.981 4.713 1.768 0.41
H 3.688 6.253 1.261 0.41
H 2.569 4.926 0.803 0.28
H 1.659 4.898 3.028 -0.14
H 3.070 7.380 3.753 0.36
H 3.862 5.946 4.246 0.36
H 2.243 6.172 4.798 0.32
H 1.093 6.649 1.311 0.28
C 1.487 -0.895 5.487 -1.44
C 0.803 0.195 4.736 0.79
C 1.804 1.029 4.002 -0.91
O -0.122 -0.532 3.881 -0.56
H 2.127 -0.554 6.280 0.48
H 2.118 -1.450 4.798 0.17
H 0.687 -1.558 5.878 0.34
H 0.311 0.851 5.443 0.17
H 2.701 1.329 4.618 0.37
H 1.359 1.985 3.625 0.30
H 2.124 0.431 3.072 -0.14
H -0.348 0.074 3.141 0.23
C 4.404 -1.064 2.174 -1.29
C 3.287 -1.614 1.403 1.28
C 3.712 -2.377 0.150 -1.45
O 2.381 -2.408 2.282 -0.36
H 4.031 -0.600 3.089 0.34
H 4.859 -0.162 1.672 0.31
H 5.181 -1.827 2.324 0.41
H 2.522 -0.893 1.100 -0.50
H 2.975 -3.049 -0.205 0.27
H 4.614 -2.965 0.305 0.43
H 3.996 -1.703 -0.705 0.29
H 2.939 -3.146 2.588 0.22
C -3.607 2.104 -0.454 -1.18
C -2.481 2.934 0.156 0.47
C -2.452 2.654 1.640 -1.32
O -1.236 2.632 -0.427 -0.69
H -4.575 2.352 -0.040 0.51
H -3.584 1.046 -0.310 0.08
H -3.597 2.320 -1.539 0.25
H -2.632 3.939 -0.054 0.55
H -1.757 3.293 2.158 0.30
H -2.198 1.642 1.872 0.25
H -3.443 2.983 2.056 0.42
H -0.841 1.785 -0.016 0.15
C -3.744 -4.396 -2.380 -1.04
C -4.484 -3.004 -2.432 1.04
C -4.223 -2.615 -3.900 -1.31
O -5.886 -3.108 -2.124 -0.58
H -3.876 -4.846 -1.333 0.27
H -2.690 -4.290 -2.593 -0.03
H -4.226 -5.139 -3.025 0.51
H -3.977 -2.295 -1.794 -0.20
H -3.171 -2.564 -4.106 0.28
H -4.610 -1.582 -3.886 0.33
H -4.759 -3.222 -4.586 0.37
H -6.070 -3.915 -1.672 0.35
C -1.904 1.237 -3.853 -0.81
C -0.567 1.891 -3.958 0.51
C -0.601 3.381 -4.271 -1.16
O 0.073 1.710 -2.637 -0.49
H -1.859 0.146 -4.210 0.09
H -2.635 1.710 -4.458 0.46
H -2.455 1.229 -2.875 -0.21
H 0.057 1.360 -4.681 0.54
H 0.371 3.835 -4.225 0.31
H -1.219 3.718 -3.376 0.24
H -1.202 3.655 -5.184 0.34
H -0.577 2.122 -2.016 0.31
```

Output
Lowest unoccupied orbital energy ... 0.37 eV
Structure (SMILES) ... NC(N)=O.NC(N)=O.NC(N)=O.NC(N)=O.CC(C)O.CC(C)O.CC(C)O.CC(C)O.CC(C)O.CC(C)O
Frontier orbital gap ... 10.0 eV
HOMO level ... -9.60 eV
Energy above the lowest of the compared OMol25 structures with the same formula, charge and spin ... 63.1 kJ/mol